1.
The following is a quantum chemistry calculation of C17H24ClFN3O4 as an isolated structure at a distorted geometry, from OMol25.

Geometry (Å):
C: -3.822 0.885 -0.423
H: 0.625 -0.839 -2.113
H: -5.741 0.909 -1.414
H: -0.552 3.665 3.244
H: 3.840 -0.959 -1.378
C: 1.022 -2.439 0.825
H: 0.046 -2.932 0.743
C: 2.145 -3.336 0.417
Cl: 5.241 -3.883 -0.079
C: 1.856 -2.611 -1.919
N: 0.998 -1.288 -0.112
N: -5.315 2.790 -3.229
H: 4.412 -3.152 -2.178
H: 1.788 -4.323 0.100
O: -6.424 2.207 -3.296
C: -2.538 1.516 -0.260
C: 2.235 -0.484 -0.020
H: 2.903 -3.465 1.195
C: -4.752 1.355 -1.325
C: -3.170 3.068 -2.064
H: 2.083 0.392 -0.661
N: 2.860 -2.737 -0.795
H: 1.533 -3.630 -2.159
H: -0.233 -2.279 -1.466
O: -0.152 2.949 0.789
H: 1.109 3.079 2.911
C: -2.257 2.630 -1.123
H: 2.319 -0.160 1.024
C: 0.257 2.411 4.787
C: -1.643 1.050 0.733
C: -0.681 1.996 1.330
C: 3.951 -3.621 -1.297
H: 4.147 -1.461 0.304
H: -0.729 2.283 5.242
F: -0.204 -0.270 0.328
H: 0.826 1.485 4.909
C: 0.136 2.812 3.342
H: -1.969 0.238 1.357
C: 3.376 -1.340 -0.461
C: 0.718 -1.738 -1.496
H: 0.770 3.208 5.332
H: 1.150 -2.029 1.833
O: -0.406 1.681 2.622
C: -4.422 2.426 -2.185
H: -2.944 3.902 -2.726
H: 2.401 -2.197 -2.773
H: -4.059 0.027 0.210
H: -1.301 3.142 -1.017
H: 3.529 -4.602 -1.556
O: -4.964 3.667 -4.052

Calculated values
2S+1	1
net charge	+1

2.
The following is a quantum chemistry calculation of C17H24ClN2NbO4P as an isolated structure at a distorted geometry, from OMol25.

Geometry (Å):
C: 3.549 2.553 -2.479
H: 0.305 2.809 0.989
C: -4.164 -0.788 -0.106
H: 0.079 -2.450 0.284
C: 1.644 2.080 -0.429
H: -0.072 0.407 -2.487
H: 2.649 0.199 -0.226
H: 5.005 -3.932 1.697
H: 0.608 -3.377 2.322
N: -5.330 -1.323 -0.489
H: 2.605 4.451 -2.697
H: 0.940 4.055 -0.952
C: -3.704 0.232 -2.184
O: -1.489 2.425 -1.439
H: -3.101 0.818 -2.859
H: -6.581 -1.492 -2.111
C: 3.564 1.354 -1.770
H: -5.229 -0.184 -3.642
C: -5.651 -1.068 -1.753
H: 4.204 -4.262 3.255
H: 4.290 2.713 -3.247
C: 2.990 -3.325 1.805
H: -1.772 -1.540 1.345
C: 0.333 -1.671 0.999
H: -1.396 2.189 -2.366
C: 4.329 -3.549 2.448
O: 2.357 -2.259 2.284
C: 0.897 -2.335 2.250
C: 0.634 1.837 0.621
H: 1.131 -1.087 0.553
N: -0.290 -0.176 -1.687
C: -4.889 -0.327 -2.628
C: -3.306 -0.005 -0.872
O: 2.565 -4.038 0.945
O: -1.375 2.496 2.927
H: -1.004 1.642 3.179
Cl: -3.996 1.213 2.610
H: 0.578 -0.617 -1.405
C: 2.631 1.138 -0.762
H: 0.591 -1.797 3.139
C: -0.939 -0.842 1.250
Nb: -1.296 0.856 -0.175
P: -2.445 2.276 1.669
C: 1.658 3.277 -1.160
H: -0.822 -0.382 2.241
H: -3.886 -0.984 0.918
H: 4.277 0.573 -1.982
C: 2.598 3.517 -2.158
H: 4.697 -2.611 2.847
H: 1.032 1.310 1.488

Calculated values
2S+1	1
net charge	-1

3.
The following is a quantum chemistry calculation of C17H24FeN4O5 as an isolated structure at a distorted geometry, from OMol25.

Geometry (Å):
C: 0.158 -1.762 -3.226
H: 1.265 2.357 -4.187
C: 3.754 2.030 -0.885
H: -2.098 -4.368 -0.536
H: -0.092 2.937 4.361
H: 3.321 -1.839 0.919
N: 0.390 1.097 -2.034
Fe: -0.071 0.298 -0.288
N: 1.846 0.584 -0.179
O: -1.817 2.172 -0.613
C: 2.456 1.352 -1.098
H: 2.427 3.284 -3.221
C: -3.160 -0.553 3.774
H: 0.893 -1.255 -2.585
H: 3.615 3.106 -0.684
C: -1.571 1.369 4.228
H: -0.574 0.646 -3.596
H: -0.670 -2.164 -2.630
O: 3.691 -2.737 0.991
C: -0.981 -2.556 -0.228
H: -2.069 1.581 5.175
C: -1.382 0.041 2.226
C: -1.738 -1.081 1.423
H: 0.968 2.383 2.166
C: 0.110 1.816 2.538
H: -3.704 -0.327 4.692
C: -2.032 -3.444 0.034
N: -0.962 -1.314 0.310
C: -0.490 2.111 3.775
H: -3.833 -3.745 1.212
C: -3.524 -1.617 2.975
O: -0.567 1.466 -2.989
H: 2.967 -3.285 1.334
O: 2.647 0.220 0.933
H: -4.367 -2.263 3.242
H: -1.768 2.199 -1.593
C: -2.778 -1.961 1.795
C: -2.969 -3.119 1.011
O: -0.310 -0.797 -4.191
H: 2.095 0.440 1.717
H: -0.869 -1.243 -4.841
C: -2.045 0.294 3.456
H: -1.603 3.070 -0.315
H: 2.924 1.762 -3.942
H: 4.370 1.960 -1.790
H: 0.636 -2.569 -3.793
C: 2.078 2.271 -3.460
C: 1.639 1.557 -2.239
H: -0.132 -2.829 -0.859
N: -0.369 0.824 1.752
H: 4.297 1.601 -0.036

Calculated values
⟨S²⟩	6.267
2S+1	5

4.
The following is a quantum chemistry calculation of C17H24MoN3O2P as an isolated structure at a distorted geometry, from OMol25.

Geometry (Å):
H: -1.648 2.681 3.551
H: 4.625 -2.664 0.046
H: 0.855 -2.113 -3.114
C: 4.137 -2.609 -0.937
H: 3.788 -3.603 -1.253
C: -1.137 0.033 3.493
C: 1.129 0.035 -3.106
H: 2.207 -0.019 -3.219
N: -2.763 -0.609 -0.337
H: -3.655 -0.017 1.906
C: -0.078 3.673 -0.422
H: 0.969 5.221 -1.350
C: -1.635 0.165 -2.762
H: -1.550 -0.980 3.454
H: -2.714 0.217 -2.699
O: 2.066 0.945 1.613
C: 3.005 -1.719 -0.876
H: -3.593 1.606 1.176
H: -0.068 -0.014 3.729
C: 0.335 5.054 -0.467
O: -0.071 -2.249 1.335
N: -0.473 2.587 -0.328
Mo: -0.030 0.023 -1.257
H: 0.898 5.301 0.447
H: -3.534 1.432 2.972
C: -1.012 -1.078 -2.864
N: 2.067 -1.046 -0.788
H: -4.762 -2.855 -1.377
C: -1.129 2.596 2.588
C: 0.514 1.282 -2.917
C: -3.237 0.991 2.011
H: -1.376 2.296 -2.639
C: -3.585 -1.424 -0.414
H: -1.544 3.346 1.904
H: -4.417 -3.161 0.363
H: 1.111 2.186 -2.805
H: -5.602 -1.897 -0.130
H: -1.600 -1.985 -2.786
P: -1.392 0.908 1.901
C: -0.882 1.338 -2.757
C: 0.369 -1.145 -3.051
C: -4.653 -2.392 -0.387
H: -0.060 2.784 2.747
C: -0.266 -1.633 0.369
C: 1.260 0.796 0.792
H: -0.547 5.711 -0.544
H: 4.858 -2.241 -1.681
H: -1.638 0.585 4.296

Calculated values
⟨S²⟩	2.302
2S+1	3
net charge	+4

5.
The following is a quantum chemistry calculation of one molecule with the formula C17H24N2O2, from OMol25.

Geometry (Å):
C: -2.150 -3.123 -2.130
H: -1.544 0.693 2.012
C: 1.726 0.881 -0.205
H: -1.343 2.986 0.303
C: -4.021 -3.079 -0.635
C: -2.388 -1.184 -0.626
H: 5.889 2.201 -1.059
H: -2.035 -0.502 -1.389
C: -3.713 -4.941 -2.118
H: 2.603 0.262 -0.005
C: -2.304 -0.779 0.641
N: 1.922 2.181 0.405
H: 1.615 0.978 -1.292
H: 5.265 3.771 -0.465
H: 0.904 3.931 0.828
H: 0.542 2.592 1.931
H: 5.550 3.031 1.870
C: -0.450 2.432 0.011
C: -2.647 -1.616 1.834
C: -2.567 -4.346 -2.619
H: -2.771 -2.660 1.562
C: -4.442 -4.299 -1.132
C: 5.363 2.704 -0.244
C: 6.087 2.510 1.081
H: -4.041 -5.896 -2.502
H: -2.642 1.317 0.763
H: -1.855 -1.541 2.579
O: 4.066 2.112 -0.230
C: 0.482 0.233 0.386
O: 3.256 3.963 0.804
N: -0.716 1.001 0.078
H: -1.999 -4.836 -3.397
H: 7.092 2.917 1.010
H: -3.568 -1.262 2.298
H: 0.624 0.129 1.476
C: 0.730 2.855 0.883
C: -1.816 0.621 0.943
C: -2.860 -2.478 -1.117
H: -0.224 2.689 -1.031
C: 3.094 2.848 0.364
H: -4.614 -2.570 0.110
H: 0.358 -0.772 -0.028
H: -5.347 -4.749 -0.751
H: 6.146 1.453 1.328
H: -1.257 -2.659 -2.524

Calculated values
SMILES string	CCOC(=O)N1CCN(C/C(C)=C/c2ccccc2)CC1
2S+1	1

6.
The following is a quantum chemistry calculation of one molecule with the formula C17H24N2O2S, from OMol25.

Geometry (Å):
H: 5.549 -0.211 -1.236
O: -3.686 -1.170 -0.303
H: 2.651 1.433 -1.511
H: -5.520 -0.503 1.600
H: -3.564 -2.017 1.574
H: 4.344 -3.018 0.137
H: 2.910 -3.217 2.129
C: 2.175 -0.040 1.231
C: 3.042 0.110 0.143
S: 0.354 3.396 1.620
H: -1.417 -1.127 -1.692
H: -2.788 2.809 -1.397
H: -6.281 -1.425 0.294
C: 0.609 1.899 0.950
H: 1.446 1.274 2.641
H: -0.486 3.465 -0.633
H: -3.237 0.584 -1.911
C: -2.180 2.139 -0.791
C: 2.147 -1.230 1.954
H: -2.415 2.318 0.261
C: -4.248 -1.997 0.720
C: 3.810 -0.989 -0.258
C: 4.719 -0.885 -1.446
H: -0.427 2.406 -2.056
C: 3.743 -2.178 0.453
N: 0.115 1.529 -0.254
N: 1.339 1.003 1.673
C: 3.190 1.425 -0.563
H: 0.850 -0.285 -1.034
C: -0.701 2.460 -0.999
H: 5.129 -1.860 -1.698
H: -6.042 -2.169 1.883
C: -0.068 0.127 -0.598
H: 4.240 1.617 -0.777
H: -0.283 -0.435 0.318
H: 1.494 -1.306 2.811
H: -0.927 0.317 -2.573
C: -2.484 0.669 -1.124
H: -4.318 -2.991 0.274
H: 2.814 2.243 0.044
C: -1.214 -0.059 -1.590
C: 2.934 -2.294 1.569
C: -3.027 -0.075 0.089
O: -2.864 0.242 1.236
H: 4.185 -0.496 -2.312
C: -5.615 -1.489 1.152

Calculated values
SMILES string	CCOC(=O)C1CCN(C(=S)Nc2cccc(C)c2C)CC1
2S+1	1

Number 1: DFT total energy -45904.318 eV. Number 2: DFT total energy -52551.234 eV. Number 3: DFT total energy -68599.211 eV. Number 4: DFT total energy -37679.769 eV. Number 5: DFT total energy -25093.668 eV. Number 6: DFT total energy -35930.102 eV.